The following is a DFT calculation (ωB97M-V/def2-TZVPD) of a molecular structure, C44H36N4O4P2ReS2Se2.

## Properties
- <S²> = 0.764
- HOMO energy (spin up / spin down) (eV) = -12.21 / -12.21
- 2S+1 = 2
- frontier orbital gap (spin up / spin down) (Ha) = 0.1898 / 0.1479
- total charge = +2

Geometry as XYZ:
```
95
Properties=species:S:1:pos:R:3:mulliken_spin:R:1
Re -0.31159 0.66859 0.56260 0.000
Se 5.63607 0.55064 3.66153 0.000
Se -0.17891 -0.14666 2.75620 0.000
S -2.08555 -0.46354 -0.43216 0.000
S -5.37796 4.84147 0.36770 -0.103
P 2.06230 -0.25108 3.17181 0.000
P 5.58360 0.63287 1.56719 0.000
O -5.89875 4.65750 -0.95951 0.217
O -1.65545 0.89035 -1.07649 0.000
O -5.47726 6.25834 0.77006 0.588
O -6.00624 4.07130 1.42059 0.313
N 3.58750 0.90910 -0.31627 0.000
N 2.30279 0.83601 -0.50986 0.000
N 1.70833 0.47458 0.62304 0.000
N 0.16457 2.72126 0.16752 0.000
C -1.70765 3.85883 -0.93322 -0.002
C 7.39834 4.42217 -0.24106 0.000
C -3.04620 4.00534 1.51005 0.009
C -1.88971 -2.40743 -3.91043 0.000
C -4.59081 0.54261 -0.60615 0.004
C -3.01118 4.32863 -0.88770 0.003
C -1.92934 -3.73123 -3.49392 0.000
C -5.88114 0.71118 -0.13398 -0.006
C 2.93924 -4.59953 4.25313 0.000
C 6.24662 -2.96500 -0.23306 0.000
C 6.65156 3.17955 1.67400 0.000
C 1.67142 -4.07410 4.46317 0.000
C 3.93878 -3.81137 3.70148 0.000
C 2.56975 0.36202 5.79212 0.000
C -1.99735 -4.05524 -2.14357 0.000
C 6.27778 2.12913 0.84173 0.000
C -3.73775 -0.27484 0.12857 0.000
C -1.92580 -1.38127 -2.97862 0.000
C 2.65612 0.29761 1.58893 0.000
C 2.70079 3.10639 5.31099 0.000
C 3.68332 -2.49362 3.36018 0.000
C -5.42111 -0.75468 1.73454 -0.001
C 7.02998 3.37082 -1.07374 0.000
C -6.29252 0.06178 1.02500 0.000
C 8.36368 -1.83740 -0.04647 0.000
C -4.11755 -0.92438 1.29486 0.000
C 6.47215 2.22423 -0.53770 0.000
C 7.62193 -2.94873 -0.42220 0.000
C 1.39938 -2.76181 4.11532 0.000
C 2.88117 2.60446 6.59582 0.000
C 7.73482 -0.74093 0.52025 0.000
C 6.35483 -0.75250 0.71057 0.000
C -3.67802 4.37086 0.32752 -0.013
C 2.81508 1.24003 6.83672 0.000
C 2.40707 -1.96493 3.56418 0.000
C -2.02932 -3.05069 -1.19150 0.000
C 3.86346 0.58399 0.96598 0.000
C 2.39854 0.86852 4.50735 0.000
C -1.99690 -1.73696 -1.63952 0.000
C -1.10833 3.43523 0.23871 -0.004
C 2.45784 2.23962 4.26346 0.000
C -1.74851 3.52822 1.46712 -0.004
C 7.21018 4.32704 1.12895 0.000
C 5.61337 -1.86951 0.33221 0.000
H 0.61249 2.82164 -0.74526 0.000
H 3.14846 -5.62558 4.52504 0.000
H -1.25672 3.19696 2.37355 0.000
H 4.92903 -4.21624 3.54166 0.000
H -2.07319 -3.29122 -0.13623 0.000
H -3.51742 4.62705 -1.79552 -0.001
H 0.40637 -2.37064 4.29208 0.000
H 6.19298 1.40553 -1.18804 0.000
H 8.31933 0.12206 0.81601 0.000
H -1.83098 -2.17093 -4.96374 0.000
H -2.02063 -5.09022 -1.83248 0.000
H 7.18766 3.44307 -2.14145 0.000
H 4.48000 -1.87762 2.96759 0.000
H 3.08395 3.28376 7.41290 0.000
H 2.37036 2.62340 3.25284 0.000
H -1.88938 -0.34448 -3.28347 0.000
H -1.90365 -4.52308 -4.23015 0.000
H -5.75109 -1.24673 2.63882 0.000
H -3.41934 -1.53328 1.85667 0.000
H 7.51026 5.13918 1.77736 0.000
H 0.89380 -4.68548 4.90010 0.000
H 9.43484 -1.82384 -0.19540 0.000
H 5.66827 -3.82852 -0.53396 0.000
H 4.53754 -1.88643 0.46292 0.000
H 2.96605 0.85613 7.83614 0.000
H 2.77266 4.17023 5.13060 0.000
H 6.51918 3.08642 2.74472 0.000
H -4.25288 1.04641 -1.50220 0.001
H -6.56739 1.35210 -0.67073 0.001
H 0.83266 3.06708 0.85484 0.000
H -3.57769 4.05266 2.45103 0.000
H 7.84315 5.31300 -0.66463 0.000
H 8.11642 -3.80212 -0.86665 0.000
H 2.54165 -0.70476 5.97471 0.000
H -1.18937 3.78460 -1.88117 0.000
H -7.30362 0.20149 1.38268 0.000
```

***

The following is a DFT calculation (ωB97M-V/def2-TZVPD) of a molecular structure, C44H37BCl2MoN8O2S2Sb at a distorted geometry.

## Properties
- <S²> = 0.894
- HOMO energy (spin up / spin down) (eV) = -7.51 / -7.67
- 2S+1 = 2
- frontier orbital gap (spin up / spin down) (Ha) = 0.2153 / 0.2142

Geometry as XYZ:
```
98
Properties=species:S:1:pos:R:3:mulliken_spin:R:1
Sb -2.40711 1.44595 -6.02647 0.000
Mo -0.18010 -0.37151 0.11612 0.984
Cl -4.68272 1.40959 -0.78380 0.000
Cl -4.49336 1.32357 2.14232 0.000
S -1.05968 0.40993 -2.12719 0.009
S 0.95880 2.62723 -1.51719 0.038
O -1.96142 0.66418 0.69949 -0.015
O -1.68839 2.83019 0.22070 0.010
N -2.31081 -2.20286 1.38598 0.007
N 0.62679 -1.85893 -1.26553 0.000
N 0.68624 -1.83514 1.55745 -0.034
N 1.86956 0.00572 -0.22155 -0.070
N 0.43515 0.91943 1.66406 0.090
N 2.55145 -0.54469 -1.19354 -0.204
N -1.89979 -1.78482 0.16444 -0.001
N 0.03292 -2.75085 2.29053 0.009
C -4.74436 4.51036 -4.08370 0.000
C -2.71835 -1.51424 -5.05783 0.001
C -3.00702 -1.60161 -0.56661 0.006
C -0.11200 0.12582 3.90026 -0.018
C -1.70885 2.34727 4.33829 0.000
C -4.04165 4.94634 -2.97378 -0.001
C -3.30321 -0.25328 -5.03393 -0.001
C -4.68308 -2.48759 -4.06918 0.000
C 0.52610 1.51236 -4.77876 0.018
C -4.57792 -0.12524 -4.49458 0.000
C 2.47163 0.95882 0.52855 0.132
C 0.02408 1.34489 -1.33005 -0.037
C 0.90101 -3.44738 3.02064 0.007
C 1.42386 -0.56723 -6.37195 0.001
C 4.31161 2.31165 1.22654 0.065
C 2.26286 2.30578 2.55001 0.040
C -2.96371 2.95846 -4.61356 0.001
C -0.77643 0.27640 5.10707 0.003
C -5.26660 -1.23152 -4.02199 -0.001
C -1.58385 1.38236 5.32618 0.001
C 1.99330 -1.98482 1.83393 0.026
C -2.27419 3.40290 -3.49162 -0.005
C 2.17939 -2.98862 2.76622 0.004
C 0.12159 -0.10623 -6.48910 0.000
C 0.48467 -3.68035 -2.80020 -0.037
C -0.02689 -2.91654 -1.77747 0.023
C 2.28018 0.01293 -5.45131 -0.003
C 2.42477 -2.29265 -2.81022 -0.023
C -1.05344 2.20098 3.12636 0.009
C -0.35364 0.92347 -5.67917 -0.002
C 1.85096 -1.56327 -1.76138 0.044
C 1.73279 -3.35089 -3.33690 0.003
C -4.20144 3.53215 -4.90208 0.000
C 1.83176 1.05918 -4.66149 0.004
C -3.63931 -2.26930 1.40210 0.003
C -3.86517 2.05281 0.65668 -0.004
C 3.79652 1.42514 0.33502 -0.068
C -2.35052 1.85563 0.50148 -0.014
C -3.39971 -2.62268 -4.57661 -0.001
C -4.13564 -1.91044 0.16277 0.003
C -2.80538 4.39535 -2.68226 -0.002
C -0.27172 1.07720 2.90079 -0.015
C 1.66897 1.40566 1.61060 0.050
C 3.53270 2.74149 2.33853 -0.019
B -1.49064 -3.07550 2.36468 0.010
H -4.07681 3.12055 0.69138 0.000
H 2.74396 -1.37125 1.37508 -0.007
H -6.26069 -1.10853 -3.61532 0.000
H -0.08717 -4.51578 -3.17170 0.000
H 0.21982 2.33914 -4.16032 -0.015
H 1.77153 -1.36846 -7.00983 0.000
H -4.14485 -2.60982 2.28596 0.000
H -1.12462 2.96136 2.36210 -0.002
H 3.96698 3.44199 3.03730 0.000
H -2.95100 -1.22764 -1.57328 -0.005
H 4.35826 1.06687 -0.51075 -0.004
H -4.45753 5.71466 -2.33676 0.000
H -1.89026 -2.87214 3.48086 0.000
H 3.10450 -3.33743 3.17966 0.001
H 1.68969 2.64592 3.39787 -0.003
H -5.05510 0.84522 -4.45743 0.000
H 2.49251 1.52793 -3.94589 0.000
H 3.29979 -0.33741 -5.36312 -0.001
H -2.10150 1.49906 6.26714 0.000
H -1.31940 2.98904 -3.21476 0.005
H -5.21719 -3.35192 -3.69858 0.000
H 3.39822 -1.99108 -3.16377 0.004
H -0.99080 -3.13321 -1.34182 -0.007
H -2.25316 4.71406 -1.80998 0.000
H -1.72130 -1.64792 -5.46267 0.001
H -5.70913 4.93573 -4.31954 0.000
H -1.60520 -4.23484 2.03777 0.000
H 2.15009 -3.92726 -4.15040 -0.001
H 0.54742 -4.22458 3.66997 0.000
H -2.32698 3.21842 4.50384 0.000
H -0.52536 -0.54836 -7.23924 0.000
H 5.31228 2.69332 1.09822 0.003
H -0.65875 -0.47416 5.87516 0.000
H 0.53704 -0.72007 3.74035 0.000
H -4.74742 3.22492 -5.78743 0.000
H -2.93023 -3.59716 -4.61049 0.001
H -5.15801 -1.84458 -0.14875 0.000
```

***

- Which value of <S²> does entry 1 give?
  0.764

***

- What is the 2S+1 in the first record?
  2

***

- Which value of <S²> does entry 1 give?
  0.764